Computed, not measured: a 11-piece molecular cluster, C33H58F6N2O25 overall at a distorted geometry, with ωB97M-V/def2-TZVPD.

The geometry in XYZ format:
```
124
Properties=species:S:1:pos:R:3:mulliken_charge:R:1
C -2.70521 4.09819 11.20466 -1.138
C -2.89337 3.05792 10.06724 -0.211
O -3.67954 3.69279 8.98971 -0.225
C -3.87872 3.02793 7.78470 0.394
O -3.37215 1.86989 7.61856 -0.553
C -4.60516 3.71180 6.63507 0.839
F -5.74011 3.09772 6.22200 -0.252
F -4.97056 4.88482 7.00648 -0.229
F -3.80300 3.75593 5.58631 -0.232
H -1.99296 3.67811 11.91482 0.365
H -3.62070 4.39634 11.71562 0.324
H -2.33743 5.02044 10.75488 0.307
H -3.30049 2.08961 10.35832 0.338
H -1.87803 2.79204 9.77320 0.275
C 6.61261 -4.31954 -10.31952 -1.031
C 7.34461 -3.41299 -9.34535 -0.239
O 6.58070 -2.24372 -9.08909 -0.252
C 7.15907 -1.28821 -8.31865 0.316
O 8.20604 -1.40792 -7.83423 -0.464
C 6.38654 0.04679 -8.17745 0.838
F 5.52597 0.13923 -9.23850 -0.246
F 5.74560 0.05962 -6.96147 -0.242
F 7.19765 1.06094 -8.22236 -0.222
H 5.58895 -3.94787 -10.36503 0.295
H 6.73889 -5.37227 -10.06669 0.306
H 6.95881 -4.32083 -11.35307 0.292
H 8.41461 -3.30886 -9.52519 0.378
H 7.33996 -3.89830 -8.36937 0.269
C 1.82735 0.95447 -0.31307 -0.672
O 0.72159 0.02997 -0.24037 -0.276
C -0.43236 0.55851 -0.67614 0.798
O -0.62084 1.51327 -1.49897 -0.612
O -1.37982 -0.11953 -0.11835 -0.296
C -2.77180 -0.03409 -0.44682 -0.591
H 2.68011 0.39102 0.06562 0.245
H 1.74299 1.70057 0.47708 0.309
H 1.97277 1.44021 -1.27795 0.294
H -3.01908 1.01925 -0.31476 0.290
H -3.40314 -0.62699 0.21497 0.221
H -2.90736 -0.24315 -1.50796 0.289
C 4.06490 4.56170 10.72240 -0.629
O 3.72883 3.83510 9.60354 -0.299
C 2.96903 4.37985 8.63657 0.770
O 2.62393 5.58928 8.66028 -0.580
O 2.62304 3.45740 7.74271 -0.284
C 2.35926 3.84415 6.43414 -0.669
H 3.17461 4.95612 11.21221 0.285
H 4.65121 5.45119 10.49187 0.288
H 4.69844 4.03434 11.43557 0.243
H 1.52219 4.53720 6.51855 0.316
H 2.04766 3.05409 5.75092 0.251
H 3.13054 4.49866 6.02814 0.308
C 11.27507 2.22878 -3.15986 -0.589
O 11.30629 1.02054 -2.28767 -0.314
C 10.28181 0.75270 -1.49045 0.814
O 9.31754 1.44689 -1.28159 -0.585
O 10.65847 -0.28569 -0.80874 -0.313
C 9.97608 -0.75256 0.37555 -0.641
H 11.59568 1.81492 -4.11591 0.237
H 12.06053 2.88040 -2.77706 0.238
H 10.28873 2.67595 -3.28347 0.319
H 10.56407 -1.48870 0.92369 0.248
H 8.98692 -1.19313 0.25079 0.289
H 9.74538 0.11680 0.99124 0.299
C -10.46343 -1.64993 3.35801 -0.626
O -11.03529 -2.84388 2.93678 -0.315
C -12.27518 -2.78158 2.17372 0.681
O -12.82928 -1.74149 1.71649 -0.513
O -12.69797 -4.13405 1.94659 -0.297
C -11.92781 -5.28837 2.35743 -0.518
H -9.89758 -1.54115 4.28326 0.279
H -11.28478 -0.99505 3.64890 0.283
H -9.79770 -1.30725 2.56588 0.258
H -12.56192 -6.14142 2.11593 0.248
H -11.66792 -5.28818 3.41599 0.272
H -10.99190 -5.36218 1.80362 0.248
C 4.02141 -5.93637 2.16798 -0.616
O 4.68948 -7.16677 1.87419 -0.278
C 5.73386 -7.67890 2.58294 0.731
O 6.01067 -7.41025 3.77119 -0.573
O 6.12156 -8.72762 1.91434 -0.276
C 7.22900 -9.47659 2.35178 -0.646
H 3.29699 -5.55590 1.44787 0.253
H 4.76399 -5.16025 2.35319 0.280
H 3.46144 -6.01259 3.10004 0.286
H 8.06164 -8.81554 2.59225 0.312
H 7.60235 -10.06912 1.51654 0.241
H 6.97880 -9.99705 3.27624 0.286
C -7.10322 6.66887 -0.34682 -0.643
O -7.26030 5.28677 -0.68116 -0.250
C -8.45988 4.83776 -0.97776 0.725
O -9.57103 5.46217 -1.10432 -0.578
O -8.27835 3.47685 -1.24492 -0.262
C -9.43677 2.68258 -1.38463 -0.664
H -7.83549 6.98361 0.39669 0.306
H -7.19410 7.32154 -1.21508 0.291
H -6.13148 6.83256 0.11903 0.240
H -9.99882 2.95114 -2.27909 0.277
H -10.06120 2.72917 -0.49243 0.310
H -9.14130 1.63636 -1.30565 0.249
C 2.57147 6.63878 -11.39250 -0.621
O 2.47324 6.48785 -9.97539 -0.313
C 1.53052 5.68383 -9.45622 0.805
O 0.54858 5.18811 -10.04045 -0.586
O 1.81916 5.59121 -8.19505 -0.293
C 1.15564 4.64551 -7.31496 -0.615
H 3.37153 7.32764 -11.66357 0.226
H 1.60219 6.99798 -11.73829 0.285
H 3.01838 5.68981 -11.68885 0.294
H 1.15185 3.62564 -7.69960 0.303
H 0.11900 4.91472 -7.11243 0.287
H 1.75027 4.66454 -6.40163 0.228
C -7.68626 -5.27774 -2.38486 -0.702
C -6.60378 -4.99672 -3.29808 0.298
N -5.76693 -4.74761 -4.04710 -0.350
H -8.18493 -6.20323 -2.67272 0.253
H -8.36822 -4.42784 -2.35850 0.249
H -7.27613 -5.36620 -1.37884 0.252
C -1.80605 -8.23110 -0.48304 -0.654
C -2.57476 -7.28799 0.20695 0.307
N -3.18975 -6.44770 0.76986 -0.405
H -1.67313 -8.96373 0.31300 0.242
H -0.87764 -7.70343 -0.70150 0.235
H -2.25591 -8.54930 -1.42351 0.276
```

Summary:
**Structure (SMILES)**: CCOC(=O)C(F)(F)F.CCOC(=O)C(F)(F)F.COC(=O)OC.COC(=O)OC.COC(=O)OC.COC(=O)OC.COC(=O)OC.COC(=O)OC.COC(=O)OC.CC#N.CC#N
**Calculated total energy**: -105627.1931 eV
**Gap between HOMO and LUMO**: 0.39242 hartree